Record 1
78
Properties=species:S:1:pos:R:3:mulliken_charge:R:1 method="wB97M-V/def2-TZVPD" total_energy_ev=-138877.76570 homo_energy_ev="-10.870 / -10.870" multiplicity=1 total_charge=+1
Tc -0.2098 0.2919 -1.1162 0.49
C -2.4841 3.1258 1.7754 -1.72
C -1.5698 2.0690 1.2219 0.74
N -1.5169 1.7927 -0.0492 0.94
N -2.4272 2.5507 -0.7962 -0.84
C -2.2864 2.4732 -2.0497 0.13
S -1.0292 1.4949 -2.8428 -0.08
S -3.2856 3.2711 -3.2133 0.04
C -4.7199 3.7819 -2.2019 -1.16
C -5.7102 2.6665 -2.0061 0.63
C -6.6171 2.3636 -3.0178 -0.52
C -7.5207 1.3244 -2.8654 -0.56
C -7.5261 0.5734 -1.6970 -0.45
C -6.6299 0.8723 -0.6819 -0.76
C -5.7268 1.9157 -0.8355 0.23
C -0.7478 1.3625 2.2276 0.03
C -0.7541 1.7344 3.5743 -0.97
C -0.0102 1.0285 4.5071 -1.16
C 0.7436 -0.0743 4.1202 -0.70
C 0.7728 -0.4649 2.7911 -0.35
C 0.0393 0.2774 1.8901 0.83
O 0.1190 -0.0829 0.5837 0.42
H -3.1336 3.5377 1.0192 0.17
H -1.8797 3.9332 2.1948 0.52
H -3.0811 2.7053 2.5841 0.47
H -5.1483 4.5945 -2.7878 0.57
H -4.3432 4.1867 -1.2654 0.27
H -6.6132 2.9445 -3.9338 0.40
H -8.2251 1.1032 -3.6564 0.39
H -8.2318 -0.2380 -1.5767 0.40
H -6.6358 0.2947 0.2336 0.40
H -5.0324 2.1506 -0.0408 0.27
H -1.3408 2.5776 3.9047 0.46
H -0.0230 1.3390 5.5426 0.42
H 1.3142 -0.6283 4.8535 0.51
H 1.3445 -1.3107 2.4290 0.37
S 1.7679 2.2921 -4.1915 -0.25
Sb 1.0229 0.4874 -5.8128 0.73
S 1.0706 -0.5261 -2.8539 -0.44
S 2.3917 1.0514 -2.6772 0.15
S -0.7739 1.4507 -6.5813 -0.39
F -1.8970 -1.7328 -0.2080 -0.22
C -1.8525 -1.0045 -1.3618 1.30
F -3.0288 -0.3409 -1.4500 -0.16
C -1.8479 -2.0505 -2.5016 0.22
F -2.9465 -2.7943 -2.4388 -0.25
F -1.7949 -1.4657 -3.7006 -0.18
F -0.7803 -2.8531 -2.3734 -0.19
O 2.1055 -1.5164 -0.1301 -0.37
S 3.4037 -1.9756 -0.7426 0.36
C 3.4272 -3.7752 -0.5070 -1.46
C 3.0968 -4.1684 0.9017 0.45
C 1.7724 -4.1528 1.3341 -0.10
C 1.4589 -4.4980 2.6403 -0.65
C 2.4651 -4.8620 3.5263 -0.53
C 3.7865 -4.8785 3.1023 -0.64
C 4.0993 -4.5331 1.7951 -0.20
C 4.6929 -1.5029 0.4197 -1.06
C 4.9728 -0.0250 0.3156 0.04
C 3.9795 0.9154 0.5877 0.16
C 4.2482 2.2711 0.4708 -0.72
C 5.5112 2.7045 0.0886 -0.50
C 6.5060 1.7743 -0.1732 -0.66
C 6.2356 0.4172 -0.0619 -0.63
H 4.4074 -4.1251 -0.8355 0.61
H 2.6773 -4.1293 -1.2157 0.44
H 0.9890 -3.8661 0.6434 0.39
H 0.4260 -4.4935 2.9643 0.45
H 2.2182 -5.1476 4.5405 0.42
H 4.5737 -5.1677 3.7862 0.40
H 5.1321 -4.5596 1.4645 0.39
H 5.5769 -2.0900 0.1632 0.55
H 4.3329 -1.8006 1.4068 0.43
H 2.9967 0.5783 0.8933 0.70
H 3.4711 2.9939 0.6874 0.44
H 5.7204 3.7625 0.0002 0.41
H 7.4950 2.1031 -0.4638 0.40
H 7.0167 -0.3048 -0.2705 0.37

---

Record 2
76
Properties=species:S:1:pos:R:3:lowdin_spin:R:1 method="wB97M-V/def2-TZVPD" total_energy_ev=-85961.75212 homo_energy_ev="-6.452 / -6.447" multiplicity=2
Ir 0.1461 0.1836 -0.1346 0.62
I 4.4267 -4.1721 -4.6839 0.00
C 2.9277 -3.2593 -3.5630 0.01
C 2.1048 -4.0255 -2.7483 0.00
C 1.1121 -3.4034 -2.0110 0.01
I -0.0971 -4.5467 -0.7617 0.00
C 0.9055 -2.0124 -2.0631 0.00
O -0.0814 -1.4868 -1.3486 0.08
C 1.7561 -1.2636 -2.8971 0.01
C 1.5894 0.2259 -3.0250 0.01
N 0.2585 0.6326 -2.5769 0.16
C -0.1044 1.9985 -2.8749 0.01
C -0.9501 2.5169 -1.7639 0.01
C -1.8008 3.6659 -2.0371 0.00
C -2.6241 4.1014 -1.0884 0.00
C -2.5999 3.4602 0.2571 0.00
C -1.1947 2.9194 0.5651 0.00
N -0.7741 2.0193 -0.5936 0.02
C 2.7508 -1.8912 -3.6337 0.00
H 2.2358 -5.0972 -2.6855 0.00
H 1.7504 0.5270 -4.0667 0.01
H 2.3217 0.7673 -2.4197 0.00
H -0.4422 -0.0130 -2.9203 0.00
H -0.5723 2.1092 -3.8560 0.00
H 0.7976 2.6229 -2.8595 0.00
H -1.7874 4.0800 -3.0364 0.00
H -3.3343 4.8965 -1.2861 0.00
H -3.2986 2.6078 0.1994 0.00
H -1.2920 2.2693 1.4241 0.00
H 3.3848 -1.2940 -4.2781 0.00
O 2.2105 1.0728 0.0043 0.01
N 1.9213 1.4440 1.1799 0.00
O 2.6406 1.9679 1.9473 0.01
O 0.6678 1.1412 1.4997 0.02
S 0.1259 4.0968 0.7729 0.01
C -3.0903 4.3507 1.3735 0.00
C -3.8022 3.7903 2.4280 0.00
C -4.2381 4.5745 3.4861 0.00
C -3.9654 5.9348 3.4954 0.00
C -3.2490 6.4996 2.4495 0.00
C -2.8103 5.7116 1.3958 0.00
H -4.0228 2.7278 2.4143 0.00
H -4.7956 4.1249 4.2983 0.00
H -4.3079 6.5527 4.3157 0.00
H -3.0167 7.5569 2.4607 0.00
H -2.2108 6.1454 0.6047 0.00
O 5.4071 -5.8698 -0.9924 0.00
C 5.6133 -5.3992 0.3136 0.00
N 4.4329 -4.7937 0.8935 0.00
C 4.0919 -3.5229 0.5482 0.00
O 4.7748 -2.8246 -0.1762 0.00
C 2.8151 -3.0046 1.1454 0.00
C 2.1988 -3.5416 2.2635 0.00
C 1.0030 -2.9991 2.6977 0.00
C 0.4485 -1.9531 1.9925 0.00
N 1.0509 -1.4216 0.9200 0.01
C 2.2237 -1.9194 0.5175 0.00
H 5.3965 -5.1093 -1.5870 0.00
H 6.4082 -4.6556 0.3493 0.00
H 5.8860 -6.2596 0.9196 0.00
H 3.7086 -5.4064 1.2294 0.00
H 2.6494 -4.3617 2.8081 0.00
H 0.4910 -3.3822 3.5683 0.00
H -0.4996 -1.5212 2.2729 0.00
H 2.7136 -1.4583 -0.3282 0.00
F -5.6235 -1.1725 1.5252 0.00
C -4.3567 -0.8959 1.1532 0.00
C -3.9747 -1.1311 -0.1509 0.00
C -2.6676 -0.8535 -0.5295 0.00
C -1.7495 -0.3288 0.3777 -0.01
C -2.1782 -0.1101 1.6864 0.00
C -3.4779 -0.3947 2.0892 0.00
H -4.6915 -1.5325 -0.8549 0.00
H -2.3683 -1.0634 -1.5459 0.00
H -1.4908 0.2838 2.4285 0.00
H -3.8066 -0.2277 3.1064 0.00

---

Record 3
76
Properties=species:S:1:pos:R:3:lowdin_spin:R:1 method="wB97M-V/def2-TZVPD" total_energy_ev=-85961.03865 homo_energy_ev="-6.893 / -7.370" multiplicity=2
Ir -0.5329 -0.1239 0.8422 0.02
I 7.4452 -0.0969 0.5061 0.00
C 5.3877 0.1280 0.8814 0.00
C 4.9461 0.9480 1.9093 0.00
C 3.5924 1.0801 2.1242 0.00
I 2.8738 2.3589 3.6195 0.00
C 2.6041 0.4042 1.3538 0.00
O 1.3528 0.5849 1.6452 -0.01
C 3.1106 -0.4199 0.3116 0.00
C 2.1828 -1.2289 -0.5489 0.04
N 1.0332 -0.3857 -0.9247 0.01
C 0.5279 -0.5944 -2.2850 0.00
C -0.9637 -0.4275 -2.3891 0.00
C -1.6483 -0.8683 -3.5162 0.00
C -3.0154 -0.6720 -3.5854 0.00
C -3.6485 -0.0103 -2.5409 0.00
C -2.8905 0.3879 -1.4560 0.00
N -1.5783 0.1631 -1.3735 -0.02
C 4.4751 -0.5394 0.0903 0.00
H 5.6489 1.4844 2.5315 0.00
H 0.8091 -2.2551 0.7163 0.03
H 2.7334 -1.5174 -1.4498 0.00
H 1.2963 0.5900 -0.8252 0.00
H 0.8087 -1.5843 -2.6380 0.00
H 0.9843 0.1216 -2.9769 0.00
H -1.1102 -1.3715 -4.3092 0.00
H -3.5780 -1.0282 -4.4385 0.00
H -4.7094 0.1954 -2.5643 0.00
H -3.3449 0.8996 -0.6147 0.00
H 4.8183 -1.1874 -0.7077 0.00
O -0.8633 2.2812 0.5300 0.02
N -1.8933 2.2748 1.2400 0.00
O -2.5878 3.2523 1.4176 0.00
O -2.2013 1.1468 1.7849 0.00
S -0.4717 -1.6416 2.8356 0.00
C 0.5003 -0.9924 4.1419 0.00
C 1.7457 -1.5437 4.4394 0.00
C 2.4448 -1.1129 5.5551 0.00
C 1.9035 -0.1425 6.3862 0.00
C 0.6643 0.4091 6.0917 0.00
C -0.0349 -0.0061 4.9712 0.00
H 2.1413 -2.3265 3.8070 0.00
H 3.4158 -1.5380 5.7763 0.00
H 2.4507 0.1868 7.2600 0.00
H 0.2407 1.1680 6.7377 0.00
H -1.0002 0.4171 4.7261 0.00
O -3.7896 -5.0185 -4.5357 0.00
C -3.8964 -5.8825 -3.4419 0.00
N -3.9867 -5.1709 -2.1684 0.00
C -2.9843 -4.3311 -1.8269 0.00
O -1.9663 -4.2456 -2.5055 0.00
C -3.1695 -3.4811 -0.6089 0.00
C -4.2763 -3.4677 0.2339 0.00
C -4.3251 -2.5360 1.2586 0.00
C -3.2846 -1.6356 1.4095 0.00
N -2.2132 -1.6687 0.6156 0.01
C -2.1535 -2.5723 -0.3523 0.00
H -2.9381 -4.5723 -4.4440 0.00
H -3.0391 -6.5577 -3.3846 0.00
H -4.8065 -6.4620 -3.5720 0.00
H -4.8665 -5.1467 -1.6866 0.00
H -5.0914 -4.1699 0.1139 0.00
H -5.1692 -2.4926 1.9314 0.00
H -3.2983 -0.8589 2.1618 0.00
H -1.2740 -2.5857 -0.9796 0.00
F 3.2450 -6.5027 0.1036 0.08
C 2.7523 -5.2523 0.1156 0.28
C 3.1731 -4.3644 1.1159 0.00
C 2.7012 -3.0933 1.1328 0.22
C 1.7062 -2.5733 0.1467 0.06
C 1.3067 -3.6175 -0.8501 0.23
C 1.8227 -4.8737 -0.8593 0.00
H 3.8760 -4.7094 1.8637 -0.01
H 3.0207 -2.4118 1.9075 0.01
H 0.5569 -3.3665 -1.5905 0.01
H 1.5128 -5.5927 -1.6075 -0.01

---

Energy above the lowest of the compared OMol25 structures with the same formula, charge and spin list, top to bottom, in kJ/mol: 61.88; 110.46; 179.29